Density functional theory data (wB97M-V/def2-TZVPD) for C23H29FN2O2 in the gas phase.

The relative energy (zero: lowest compared OMol25 entry of this formula, charge and spin) is 0.0 kcal/mol. The maximum force is 0.608 eV/Å. The HOMO-LUMO gap comes out at 9.0 eV. The energy is -34114.8921 eV.

ORCA input file:
```
! RIJCOSX wB97M-V def2-TZVPD def2/J DEFGRID3
* xyz 0 1
C 0.391 4.031 2.114
O -0.497 3.693 1.075
C -1.137 2.493 1.126
C -0.927 1.517 2.093
C -1.655 0.339 2.037
C -2.589 0.127 1.043
C -2.802 1.094 0.063
C -3.787 0.869 -1.054
C -3.430 -0.395 -1.852
C -1.964 -0.295 -2.254
O -1.502 0.754 -2.659
N -1.200 -1.409 -2.103
C -1.743 -2.717 -1.820
C 0.253 -1.278 -2.045
C 0.890 -0.840 -3.364
C 2.402 -0.794 -3.169
C 2.765 0.102 -1.986
N 2.118 -0.388 -0.782
C 2.563 0.296 0.416
C 2.206 -0.473 1.660
C 1.893 -1.825 1.631
C 1.558 -2.507 2.787
C 1.538 -1.851 4.006
C 1.869 -0.509 4.069
C 2.199 0.150 2.901
F 2.531 1.464 2.979
C 0.676 -0.309 -0.936
C -2.069 2.264 0.113
H -0.111 4.027 3.086
H 1.253 3.360 2.149
H 0.733 5.041 1.891
H -0.212 1.660 2.886
H -1.483 -0.419 2.788
H -3.159 -0.791 1.033
H -3.767 1.730 -1.721
H -4.797 0.763 -0.649
H -3.619 -1.272 -1.239
H -4.049 -0.450 -2.750
H -1.046 -3.473 -2.181
H -1.895 -2.875 -0.746
H -2.686 -2.863 -2.344
H 0.652 -2.263 -1.782
H 0.510 0.146 -3.629
H 0.626 -1.539 -4.160
H 2.887 -0.417 -4.070
H 2.776 -1.801 -2.973
H 3.847 0.080 -1.831
H 2.467 1.141 -2.209
H 3.654 0.391 0.373
H 2.148 1.317 0.487
H 1.919 -2.331 0.679
H 1.313 -3.557 2.738
H 1.273 -2.381 4.909
H 1.876 0.029 5.004
H 0.195 -0.594 0.003
H 0.348 0.710 -1.190
H -2.199 3.027 -0.638
*
```



Density functional theory data (wB97M-V/def2-TZVPD) for 2 unconnected molecules or ions with the total composition C23H29FN6O2.

The maximum force is 2.285 eV/Å. The HOMO-LUMO gap comes out at 8.5 eV. The energy is -40076.6344 eV.

ORCA input file:
```
! RIJCOSX wB97M-V def2-TZVPD def2/J DEFGRID3
* xyz 0 1
F -1.481 0.711 -2.951
C -0.500 1.378 -3.620
C 0.632 0.397 -3.972
C 1.414 -0.043 -2.724
C 1.918 1.157 -1.919
N 0.766 2.022 -1.591
C 0.519 2.443 -0.276
N 1.577 2.453 0.528
C 1.411 2.802 1.807
N 0.248 3.169 2.343
C -0.789 3.144 1.531
N -2.086 3.439 1.871
C -2.924 3.262 0.777
C -2.133 2.850 -0.267
C -0.741 2.786 0.207
C 0.030 2.543 -2.764
H -0.924 1.782 -4.544
H 1.318 0.882 -4.672
H 0.211 -0.481 -4.473
H 2.262 -0.667 -3.021
H 0.758 -0.643 -2.088
H 2.658 1.724 -2.493
H 2.420 0.778 -1.026
H 2.283 2.795 2.454
H -2.368 3.693 2.813
H -4.004 3.392 0.756
H -2.495 2.582 -1.256
H -0.791 3.204 -2.482
H 0.714 3.148 -3.368
C 0.485 -4.133 -1.308
N 0.710 -2.956 -0.471
C 0.685 -2.968 0.869
O 0.515 -3.997 1.514
C 0.912 -1.631 1.589
C -0.249 -0.659 1.321
C -1.617 -1.283 1.522
C -2.395 -1.668 0.412
C -3.632 -2.306 0.607
C -4.096 -2.558 1.910
C -3.327 -2.163 3.018
C -2.087 -1.529 2.824
N 2.183 -0.995 1.210
C 2.909 -0.232 2.025
C 4.214 0.293 1.473
O 2.580 0.043 3.171
H 0.204 -3.830 -2.318
H 1.392 -4.739 -1.347
H -0.319 -4.740 -0.884
H 0.796 -2.061 -0.921
H 0.929 -1.852 2.658
H -0.154 0.196 1.990
H -0.179 -0.290 0.298
H -2.040 -1.479 -0.591
H -4.226 -2.604 -0.245
H -5.043 -3.057 2.060
H -3.683 -2.355 4.020
H -1.488 -1.242 3.677
H 2.546 -1.169 0.290
H 4.787 0.733 2.287
H 4.781 -0.524 1.031
H 4.007 1.056 0.726
*
```